# 1
The following is a DFT calculation (the ωB97M-V functional and the def2-TZVPD basis) of a 7-piece molecular cluster, C30H38BNO23 overall in a non-equilibrium geometry.

Structure (XYZ):
```
93
Properties=species:S:1:pos:R:3
C 3.5613 -2.4286 4.5369
C 3.8795 -0.9465 4.0811
O 2.7169 -0.1028 3.9848
B 1.8764 -0.4546 2.9178
O 2.2823 -0.0243 1.6071
C 0.5456 -1.3214 2.9979
C 0.1521 -2.0118 1.7602
C -1.1183 -2.8429 1.6528
C -1.9450 -2.9331 2.8336
C -1.5441 -2.2800 4.0906
C -0.3249 -1.4885 4.1684
C 0.0378 -0.8045 5.5117
C -0.9778 0.3942 5.7924
O -0.3334 1.6614 5.8660
C -2.6206 -2.5644 5.1740
O -2.6721 -2.1229 6.2872
N -3.5203 -3.4217 4.4896
C -3.3032 -3.6389 3.0919
O -4.0304 -4.1979 2.3227
H 2.4796 -2.6148 4.7471
H 4.0101 -3.1185 3.7877
H 4.1045 -2.6192 5.5036
H 4.5229 -0.4982 4.8883
H 4.5069 -0.8920 3.1447
H 2.8970 -0.6696 1.2180
H 0.7604 -1.9353 0.8298
H -1.4221 -3.3521 0.7129
H 1.1080 -0.5191 5.6217
H -0.1663 -1.5591 6.3263
H -1.7313 0.3647 4.9619
H -1.5630 0.1726 6.7297
H -0.8217 2.1909 5.1976
H -4.5038 -3.4105 4.7620
O 1.0922 -4.5800 -1.3514
C 0.6322 -3.6248 -1.8935
O 0.0554 -2.5758 -1.2375
C -0.1543 -1.5507 -2.2148
C -0.2104 -2.3114 -3.5055
O 0.6136 -3.4431 -3.2375
H -1.0745 -1.0071 -2.0123
H 0.6864 -0.8528 -2.1774
H -1.2195 -2.6531 -3.7460
H 0.1777 -1.7368 -4.3444
O -1.9236 2.3934 3.7977
C -1.5570 2.6018 2.6788
O -0.8057 1.7369 1.9591
C -0.7741 2.2132 0.6160
C -1.0516 3.6816 0.7803
O -1.8440 3.7203 1.9692
H 0.1917 2.0194 0.1567
H -1.5491 1.7000 0.0410
H -0.1420 4.2647 0.9413
H -1.5951 4.1022 -0.0640
O 0.2348 2.2363 -2.2660
C 0.4172 3.3119 -2.7507
O 0.6423 3.5277 -4.0674
C 0.5789 4.9371 -4.2840
C 0.8947 5.4981 -2.9259
O 0.4242 4.4755 -2.0486
H 1.2993 5.2471 -5.0411
H -0.4309 5.1953 -4.6237
H 1.9673 5.6357 -2.7660
H 0.3852 6.4414 -2.7333
O -2.2112 4.8889 -4.9594
C -2.4794 4.9871 -6.1200
O -1.7708 4.4047 -7.1186
C -2.5238 4.5601 -8.3206
C -3.3789 5.7597 -8.0225
O -3.5284 5.6951 -6.6053
H -1.8662 4.7159 -9.1744
H -3.1130 3.6554 -8.4876
H -2.8879 6.7003 -8.2835
H -4.3472 5.7172 -8.5185
O -2.6576 -1.1648 -5.7933
C -2.8815 -0.2216 -5.1043
O -3.8970 0.6578 -5.3093
C -3.9714 1.4985 -4.1599
C -2.5816 1.4131 -3.5931
O -2.1501 0.1166 -4.0069
H -4.2474 2.5146 -4.4387
H -4.7276 1.0995 -3.4791
H -1.9079 2.1617 -4.0173
H -2.5666 1.4998 -2.5073
O 6.9691 -3.9166 4.0742
C 6.4003 -4.8994 3.7204
O 5.1058 -5.1888 4.0238
C 4.7291 -6.3174 3.2375
C 6.0489 -6.9748 2.9426
O 6.9592 -5.8793 2.9606
H 4.0521 -6.9670 3.7905
H 4.2243 -5.9659 2.3340
H 6.3421 -7.6910 3.7145
H 6.0605 -7.4740 1.9746
```

- orbital gap (eV) = 8.309

Atomic partial charges in e from the Löwdin method, atoms 1 to 5:
1 C -0.0468
2 C -0.2063
3 O 0.0127
4 B -0.5264
5 O 0.0923


# 2
The following is a DFT calculation (the ωB97M-V functional and the def2-TZVPD basis) of C32H35CdN2P as an isolated structure in a non-equilibrium geometry.

Structure (XYZ):
```
71
Properties=species:S:1:pos:R:3
Cd 9.0705 12.8096 9.9207
C 8.7326 15.9583 10.2310
C 8.5938 16.7821 9.1338
C 7.4202 16.4328 8.4510
C 6.8222 15.3261 9.0709
C 7.6209 15.0655 10.2034
H 9.5926 15.9545 10.8853
H 9.2042 17.5417 8.7257
H 7.1139 16.9544 7.5342
H 5.9913 14.8068 8.6489
H 7.3764 14.5041 11.1053
C 10.8757 12.7095 14.0105
C 9.9887 11.5731 14.0185
C 10.7018 10.4306 13.5203
C 12.0435 10.8786 13.2467
C 12.1125 12.2846 13.5054
C 13.3570 13.0434 13.3098
C 13.1771 10.0429 12.7636
C 10.1604 9.0698 13.5766
C 8.6205 11.5713 14.5586
C 10.5253 14.0994 14.3995
H 13.2488 14.0438 13.7353
H 13.5412 13.2022 12.2403
H 14.2137 12.5797 13.7964
H 13.8371 10.6007 12.0535
H 12.8098 9.1750 12.2131
H 13.8344 9.6965 13.5649
H 10.9651 8.3842 13.8134
H 9.7622 8.7193 12.6144
H 9.3518 9.0314 14.3208
H 8.5200 11.1009 15.5376
H 8.0293 11.0513 13.7930
H 8.1619 12.5905 14.6093
H 10.9594 14.3699 15.3793
H 9.4324 14.2161 14.4985
H 10.9327 14.7861 13.6485
N 10.4012 11.6999 7.1233
P 8.9580 11.2586 7.9119
C 9.0269 9.5000 8.2318
C 9.0760 9.0324 9.5326
C 9.2189 7.6747 9.7522
C 9.2647 6.7907 8.6676
C 9.2739 7.2998 7.3625
C 9.1036 8.6620 7.1364
C 7.8446 11.6073 6.5238
C 8.0825 12.7623 5.7719
C 7.0862 13.2838 5.0044
C 5.8934 12.5490 4.9175
C 5.6909 11.3162 5.5137
C 6.7123 10.8563 6.3492
C 11.2978 12.5858 7.6920
C 12.5159 12.8321 6.9462
C 13.3872 13.7394 7.4838
C 13.0872 14.3361 8.7416
C 11.8860 14.0986 9.3782
N 11.0025 13.2104 8.8420
H 10.5826 11.3391 6.1733
H 9.1168 9.7066 10.3532
H 9.3213 7.3127 10.7823
H 9.2926 5.7070 8.9078
H 9.3443 6.6119 6.5277
H 9.0047 9.0503 6.1092
H 9.0312 13.2681 5.8624
H 7.2040 14.1784 4.3938
H 5.0436 12.9601 4.3530
H 4.7783 10.7404 5.3355
H 6.7075 9.8704 6.8173
H 12.7207 12.1847 6.0712
H 14.2638 14.1900 6.9680
H 13.8461 14.9683 9.2171
H 11.6209 14.5821 10.3329
```

- energy above the lowest of the compared OMol25 structures with the same formula, charge and spin (eV) = 0.000
- orbital gap (spin up / spin down) (eV) = 6.079 / 4.487

Atomic partial charges in e from the Löwdin method, atoms 1 to 5:
1 Cd 0.9811
2 C -0.2399
3 C -0.1953
4 C -0.1845
5 C -0.1957


# 3
The following is a DFT calculation (the ωB97M-V functional and the def2-TZVPD basis) of a 2-piece molecular cluster, C28H26FO2 overall in a non-equilibrium geometry.

Structure (XYZ):
```
57
Properties=species:S:1:pos:R:3
C -0.9508 4.5856 -4.9186
O -1.0185 3.1606 -5.1434
C -0.9603 2.3135 -4.0798
C -0.6856 0.9555 -4.3631
C -0.6503 0.0208 -3.3460
C -0.9177 0.3769 -2.0117
C -0.9210 -0.6811 -0.9247
H 0.1195 -0.7426 -0.4101
C -1.9788 -0.5045 0.1408
C -3.2928 -0.9525 -0.0545
C -4.2685 -0.6968 0.8886
C -3.9330 -0.0288 2.0898
O -4.9280 0.1639 2.9985
C -4.5687 0.4122 4.3805
C -2.5993 0.3783 2.3080
C -1.6354 0.0937 1.3543
C -1.1860 1.7247 -1.7375
C -1.1841 2.6951 -2.7367
H -0.7470 4.9897 -5.9100
H -1.9125 4.9711 -4.5544
H -0.1436 4.8548 -4.2209
H -0.5181 0.6727 -5.4004
H -0.4233 -1.0219 -3.5780
H -1.0726 -1.6544 -1.4130
H -3.5539 -1.4988 -0.9627
H -5.2984 -0.9936 0.7199
H -5.5237 0.3623 4.9081
H -3.8873 -0.3644 4.7601
H -4.1093 1.4038 4.5075
H -2.3330 0.9271 3.2094
H -0.5890 0.3357 1.5491
H -1.4040 2.0106 -0.7092
H -1.3881 3.7436 -2.5058
F 4.5287 -3.8677 3.5510
C 3.2941 -3.3872 3.1771
C 2.2226 -3.5491 4.0533
C 0.9567 -3.1662 3.5901
C 0.7849 -2.6081 2.3219
C 1.9004 -2.3324 1.4884
C 1.7723 -1.6024 0.2313
C 2.6807 -0.5354 -0.1028
C 2.5012 0.2126 -1.3049
C 3.5051 1.0339 -1.7983
C 4.7215 1.1562 -1.1014
C 4.8535 0.5789 0.1732
C 3.8132 -0.1804 0.7049
C 3.1685 -2.8062 1.9240
H 2.3725 -3.9951 5.0348
H 0.0890 -3.3173 4.2324
H -0.2125 -2.3346 1.9649
H 1.3384 -2.1876 -0.6075
H 1.5517 0.1269 -1.8454
H 3.3459 1.5648 -2.7425
H 5.5486 1.7187 -1.5365
H 5.7801 0.7183 0.7409
H 3.8935 -0.5675 1.7235
H 4.0526 -2.6863 1.2936
```

- total charge = +1
- energy above the lowest of the compared OMol25 structures with the same formula, charge and spin (eV) = 0.708
- orbital gap (eV) = 4.581

Atomic partial charges in e from the natural (NBO) method, atoms 1 to 5:
1 C -0.2589
2 O -0.4893
3 C 0.3278
4 C -0.2558
5 C -0.1961


# 4
The following is a DFT calculation (the ωB97M-V functional and the def2-TZVPD basis) of a 2-piece molecular cluster, C25H29N3O6 overall in a non-equilibrium geometry.

Structure (XYZ):
```
63
Properties=species:S:1:pos:R:3
O -1.8161 -4.4007 -2.1876
C -1.7352 -3.1839 -2.3081
C -0.9870 -2.5705 -3.4006
C -0.5946 -3.2796 -4.5464
C 0.1256 -2.6449 -5.5636
C 0.5033 -1.2914 -5.4056
C 0.1172 -0.5986 -4.2548
C -0.6406 -1.2196 -3.2620
O -1.0242 -0.5032 -2.1539
C -2.2899 -0.9127 -1.6100
C -2.6107 -0.3321 -0.2369
C -2.3988 -1.4726 0.7575
C -2.7023 -2.7365 -0.0346
N -2.3106 -2.3423 -1.3740
O 1.2346 -0.6212 -6.3579
C 1.8182 -1.4579 -7.3719
C 0.8511 -2.5622 -7.8127
O 0.4396 -3.3641 -6.6928
H -0.8609 -4.3276 -4.6590
H 0.3997 0.4411 -4.1360
H -3.0819 -0.6320 -2.3134
H -1.9754 0.5263 -0.0083
H -3.6550 -0.0069 -0.2109
H -3.0369 -1.3739 1.6414
H -1.3538 -1.4868 1.0801
H -3.7685 -2.9840 -0.0017
H -2.1278 -3.5897 0.3426
H 2.7351 -1.9134 -6.9840
H 2.0896 -0.8440 -8.2358
H 1.3380 -3.2003 -8.5561
H -0.0282 -2.1106 -8.2836
C -1.4269 3.2523 1.2045
N -0.6390 2.2080 1.8535
C -1.1308 1.3055 2.7078
O -2.3271 1.2752 2.9865
C -0.2022 0.2496 3.3476
C 0.2475 0.6525 4.7651
C 0.9865 1.9739 4.8876
C 0.2748 3.1902 4.8936
C 0.9624 4.4127 4.9961
C 2.3641 4.4235 5.1024
C 3.0765 3.2120 5.1160
C 2.3888 1.9899 5.0117
N 0.9342 -0.2642 2.5492
C 1.9255 0.3881 1.9365
C 2.9264 -0.4772 1.2076
O 2.0577 1.6019 1.9207
H -0.7803 3.8783 0.5884
H -2.1989 2.8023 0.5792
H -1.9091 3.8692 1.9643
H 0.3684 2.2156 1.7224
H -0.8569 -0.6089 3.4961
H -0.6411 0.7109 5.3958
H 0.8700 -0.1441 5.1755
H -0.8030 3.1892 4.8104
H 0.4135 5.3438 4.9954
H 2.8944 5.3628 5.1731
H 4.1542 3.2197 5.1956
H 2.9429 1.0635 5.0071
H 0.9718 -1.2654 2.4565
H 3.7472 0.1492 0.8604
H 2.4415 -0.9451 0.3522
H 3.3134 -1.2392 1.8813
```

- energy above the lowest of the compared OMol25 structures with the same formula, charge and spin (eV) = 0.322
- orbital gap (eV) = 8.696

Atomic partial charges in e from the natural (NBO) method, atoms 1 to 5:
1 O -0.6159
2 C 0.6549
3 C -0.1801
4 C -0.1817
5 C 0.2003


| no. | electronic energy (Eh) |
| --- | --- |
| 1 | -2976.21537 |
| 2 | -1858.80866 |
| 3 | -1332.57379 |
| 4 | -1585.80951 |